Here is an isolated ion of composition C5H10N and charge +1 at a distorted geometry from the Open Molecules 2025 dataset. Energies are from the ωB97M-V functional and the def2-TZVPD basis.

* energy: -6827.14930 eV
* charge: +1
* LUMO: -3.6 eV
* 2S+1: 1
* energy above the lowest of the compared OMol25 structures with the same formula, charge and spin: 70.4 kcal/mol
* SMILES: C[C@H]([NH3+])C1C=C1
* HOMO energy: -13.63 eV

```
16
Properties=species:S:1:pos:R:3:mulliken_charge:R:1
C -2.07870 0.91974 0.16385 -0.502
C -2.11033 -0.08950 -0.65373 -0.363
C -1.20842 -0.20998 0.49531 -0.298
C 0.78060 1.03466 -0.37336 -1.811
C 0.31488 -0.06811 0.49284 0.313
N 1.09972 -1.27953 0.20474 -0.182
H -2.41445 1.88880 0.41505 0.438
H -2.61613 -0.46782 -1.57386 0.360
H -1.51978 -1.02119 1.39290 0.279
H 0.67968 0.90467 -1.38887 0.499
H 1.86052 1.08802 -0.35457 0.486
H 0.32036 1.86608 -0.05179 0.483
H 0.52256 0.10962 1.48594 0.302
H 0.62689 -2.10622 0.39298 0.306
H 1.94060 -1.18618 0.73087 0.353
H 1.37676 -1.35749 -0.72240 0.339
```

---

Here is a 2-piece molecular cluster, C5H10N overall at a distorted geometry from the Open Molecules 2025 dataset. Energies are from the ωB97M-V functional and the def2-TZVPD basis.

* energy: -6824.31669 eV
* charge: +1
* LUMO: -5.0 eV
* 2S+1: 1
* energy above the lowest of the compared OMol25 structures with the same formula, charge and spin: 135.7 kcal/mol
* HOMO energy: -14.53 eV

```
16
Properties=species:S:1:pos:R:3:mulliken_charge:R:1
C 0.62989 0.32895 -0.47603 0.591
C -0.56349 -0.08752 -0.37835 -0.558
C 1.89503 0.91637 -0.88506 -0.865
C -2.87605 0.36970 -0.94089 -0.428
C 0.59977 -0.79603 1.78971 -0.836
N 0.34868 -0.94173 0.33786 -0.017
H 2.53598 0.03719 -1.42599 0.300
H 2.37837 1.43995 -0.03630 0.333
H 1.47930 1.54249 -1.68957 0.304
H -3.27436 0.10560 0.05449 0.297
H -3.08059 -0.33493 -1.70902 0.310
H -2.86291 1.43321 -1.23255 0.300
H 1.57944 -0.38711 1.95611 0.324
H -0.13567 -0.04296 2.28551 0.278
H 0.71429 -1.74337 2.31022 0.366
H 0.63233 -1.83979 0.03986 0.300
```

---

Here is a 2-piece molecular cluster, C5H10N overall at a distorted geometry from the Open Molecules 2025 dataset. Energies are from the ωB97M-V functional and the def2-TZVPD basis.

* energy: -6828.23595 eV
* charge: +1
* LUMO: -5.3 eV
* 2S+1: 1
* energy above the lowest of the compared OMol25 structures with the same formula, charge and spin: 45.3 kcal/mol
* HOMO energy: -14.38 eV

```
16
Properties=species:S:1:pos:R:3:mulliken_charge:R:1
C -1.67185 -1.18718 0.26758 0.159
C -1.61416 -1.85261 -0.87461 -0.727
C -1.09380 0.81710 1.40081 -0.063
N -0.79726 -0.11999 0.58151 0.162
H -2.41514 -1.40553 1.02218 0.310
H -0.80787 -1.72194 -1.58551 0.254
H -2.40255 -2.54590 -1.12638 0.268
H -0.46405 1.69115 1.49389 0.272
H -2.03379 0.71075 1.92978 0.247
H 0.13023 -0.01461 0.13987 0.078
C 2.39554 1.40405 -0.11403 -0.441
C 1.96045 0.47195 -0.96009 -0.828
H 2.91639 1.15739 0.80278 0.296
H 2.28845 2.46284 -0.32013 0.287
H 2.23834 -0.56823 -0.81767 0.363
H 1.37108 0.70076 -1.83999 0.364
```

---

Here is C5H10N2 as an isolated structure at a distorted geometry from the Open Molecules 2025 dataset. Energies are from the ωB97M-V functional and the def2-TZVPD basis.

* energy: -8319.71967 eV
* charge: 0
* LUMO: 1.0 eV
* 2S+1: 1
* energy above the lowest of the compared OMol25 structures with the same formula, charge and spin: 175.6 kcal/mol
* HOMO energy: -8.06 eV

```
17
Properties=species:S:1:pos:R:3:mulliken_charge:R:1
C -1.18966 0.96618 -0.44782 -0.551
C -0.52136 1.03544 0.81007 -0.593
C 1.47505 -0.72808 1.43586 -0.425
C 0.43887 -1.19337 0.29161 -0.208
C 0.46485 -0.82781 -1.22577 -0.519
H -1.96315 0.19198 -0.04823 0.269
H -1.70994 1.91441 -0.95918 0.314
H -0.03486 1.96742 0.91489 0.419
H -1.49650 0.94053 1.50477 0.274
H 2.49061 -0.67144 1.37530 0.337
H 1.02863 -1.28678 2.31679 0.234
H -0.50879 -1.82347 0.76086 0.209
H 0.17257 -1.81405 -2.06741 0.201
H 1.31406 -0.36221 -1.73014 0.235
H 0.03637 1.14134 -2.27482 0.269
N 0.61746 0.15769 0.80344 -0.045
N -0.61420 0.39221 -1.46023 -0.420
```

---

Here is C5H10N2 as an isolated structure at a distorted geometry from the Open Molecules 2025 dataset. Energies are from the ωB97M-V functional and the def2-TZVPD basis.

* energy: -8321.67671 eV
* charge: 0
* LUMO (spin up / spin down): -0.4 / -0.4 eV
* 2S+1: 1
* energy above the lowest of the compared OMol25 structures with the same formula, charge and spin: 130.4 kcal/mol
* HOMO energy (spin up / spin down): -8.21 / -8.21 eV

```
17
Properties=species:S:1:pos:R:3:mulliken_charge:R:1
C 1.87883 0.11049 -1.36680 -0.840
C -1.03482 0.99991 -0.90812 -1.376
N -0.85509 -1.27929 0.14844 -0.630
C -0.18444 0.05855 -0.10183 0.965
C -0.44097 -0.57476 1.31758 -0.195
C -1.08672 -0.38325 2.48430 -0.681
N 1.21178 0.16576 -0.07745 -0.436
H -0.18982 -2.01019 -0.09812 0.314
H 0.91895 -0.47068 1.14140 0.422
H 2.95487 0.18849 -1.21202 0.323
H 1.57223 0.95871 -1.99342 0.277
H 1.67791 -0.80681 -1.94155 0.269
H -2.05742 0.98424 -0.53656 0.424
H -1.05371 0.67122 -1.95028 0.291
H -0.64333 2.01613 -0.86438 0.338
H -1.86398 -1.06024 2.82108 0.273
H -0.80428 0.43174 3.13771 0.264
```

---

Here is the molecule C5H10N2 at a distorted geometry from the Open Molecules 2025 dataset. Energies are from the ωB97M-V functional and the def2-TZVPD basis.

* energy: -8322.34670 eV
* charge: 0
* LUMO: 0.9 eV
* 2S+1: 1
* energy above the lowest of the compared OMol25 structures with the same formula, charge and spin: 115.0 kcal/mol
* SMILES: C1NC[C@H]2C[C@@H]1N2
* HOMO energy: -8.85 eV

```
17
Properties=species:S:1:pos:R:3:mulliken_charge:R:1
C -0.65064 1.10777 0.72167 -0.776
C 0.01786 0.12692 -1.38059 -0.807
C 0.52904 -1.00638 -0.62529 0.092
C 1.53503 -0.19387 0.23937 -0.884
C 0.20215 0.06434 1.12227 0.164
H -0.05180 2.07416 0.63183 0.285
H -1.44399 1.26688 1.51636 0.322
H -2.11589 0.62018 -0.54180 0.338
H 0.70465 0.75100 -1.66458 0.491
H -0.53811 0.07912 -2.56468 0.270
H 0.63296 -1.97155 -1.18287 0.411
H 2.10010 0.67907 -0.07008 0.352
H 2.02964 -0.92626 0.86128 0.320
H 0.53979 0.19564 2.28103 0.295
H -1.38077 -0.78952 0.47298 0.356
N -1.06665 0.92838 -0.59088 -0.494
N -0.40152 -1.29572 0.56173 -0.734
```

---

Here is a 2-piece molecular cluster, C5H10N2 overall from the Open Molecules 2025 dataset. Energies are from the ωB97M-V functional and the def2-TZVPD basis.

* energy: -8322.14427 eV
* charge: 0
* LUMO: 1.2 eV
* 2S+1: 1
* energy above the lowest of the compared OMol25 structures with the same formula, charge and spin: 119.7 kcal/mol
* SMILES: C[C@H]1N[C@H]1C1=CN1.[H][H]
* HOMO energy: -8.18 eV

```
17
Properties=species:S:1:pos:R:3:mulliken_charge:R:1
C 1.56734 -1.05429 -0.11334 -1.233
C 0.33629 -1.20915 -0.97159 0.203
N -0.89747 -1.78078 -0.45101 -0.706
C -0.87376 -0.35180 -0.81071 -0.064
C -0.99202 0.59365 0.28637 0.132
C -1.42967 1.59927 0.93805 -0.367
N -0.55009 0.65181 1.71935 -0.548
H 2.05311 -2.02695 0.02545 0.327
H 1.32524 -0.62946 0.86505 0.377
H 2.28447 -0.38547 -0.60080 0.289
H 0.52976 -1.53830 -1.99259 0.394
H -0.82919 -1.85845 0.56403 0.295
H -1.45677 -0.09134 -1.69114 0.367
H 0.87643 2.27311 -1.47025 0.138
H 0.39916 2.39473 -0.91280 -0.134
H -1.98821 2.50256 1.10562 0.335
H -1.17112 0.02885 2.25505 0.196
```

---

Here is the molecule C5H10N2 at a distorted geometry from the Open Molecules 2025 dataset. Energies are from the ωB97M-V functional and the def2-TZVPD basis.

* energy: -8325.63142 eV
* charge: 0
* LUMO: 1.1 eV
* 2S+1: 1
* energy above the lowest of the compared OMol25 structures with the same formula, charge and spin: 39.2 kcal/mol
* SMILES: CN1C=CN(C)C1
* HOMO energy: -7.17 eV

```
17
Properties=species:S:1:pos:R:3:mulliken_charge:R:1
C -2.38732 -0.45587 0.18379 -1.042
C 0.01910 -0.94707 -0.01213 -0.502
C 2.39650 -0.47583 -0.15506 -0.967
C 0.62930 1.26268 0.18257 -0.416
C -0.66272 1.21428 -0.20285 -0.278
H -2.34794 -0.32097 1.31308 0.344
H -3.15394 0.19656 -0.20902 0.345
H -2.65968 -1.49998 -0.01447 0.356
H 0.36174 -1.52822 -0.87278 0.339
H -0.38048 -1.61473 0.80982 0.267
H 2.54232 -1.57828 -0.13451 0.340
H 3.22580 0.08606 0.35913 0.287
H 2.39463 -0.12911 -1.23039 0.361
H 1.31787 2.07226 0.39016 0.375
H -1.34765 2.03944 -0.42424 0.365
N -1.10050 -0.11733 -0.47667 -0.084
N 1.11167 -0.07012 0.48171 -0.091
```

---

Here is an isolated ion of composition C5H10N2 and charge +1 at a distorted geometry from the Open Molecules 2025 dataset. Energies are from the ωB97M-V functional and the def2-TZVPD basis.

* ⟨S²⟩: 0.7711
* energy: -8317.47936 eV
* charge: +1
* LUMO (spin up / spin down): -5.1 / -7.7 eV
* 2S+1: 2
* energy above the lowest of the compared OMol25 structures with the same formula, charge and spin: 4.8 kcal/mol
* HOMO energy (spin up / spin down): -13.43 / -13.37 eV

```
17
Properties=species:S:1:pos:R:3:mulliken_spin:R:1
C -1.50323 0.01847 -0.19881 0.007
C -0.36454 -0.64803 0.67938 0.043
C 0.93003 -0.02636 0.30185 0.092
C 1.51863 1.09050 0.87020 0.460
C 1.54197 -1.28415 -1.67534 -0.022
N 1.71430 -0.66512 -0.59984 0.328
N -2.12307 1.17425 0.37634 0.007
H -2.25764 -0.73664 -0.36148 0.004
H -1.05289 0.32969 -1.14416 -0.004
H -0.60875 -0.51072 1.72873 -0.003
H -0.30210 -1.71965 0.49319 -0.003
H 1.03054 1.67241 1.64421 0.033
H 2.40770 1.52346 0.43758 0.008
H 0.65588 -1.32177 -2.31212 0.026
H 2.38054 -1.87884 -2.03182 0.018
H -2.46423 1.00990 1.31750 0.001
H -1.50314 1.97261 0.47461 0.003
```

---

Here is the molecule C5H10N2O at a distorted geometry from the Open Molecules 2025 dataset. Energies are from the ωB97M-V functional and the def2-TZVPD basis.

* energy: -10372.59319 eV
* charge: 0
* LUMO: 0.8 eV
* 2S+1: 1
* energy above the lowest of the compared OMol25 structures with the same formula, charge and spin: 62.5 kcal/mol
* SMILES: C=C(N)C[C@H](N)C=O
* HOMO energy: -8.55 eV

```
18
Properties=species:S:1:pos:R:3:mulliken_charge:R:1
O -1.37772 -0.23433 2.60498 -0.491
C -0.47778 -0.04277 1.82918 0.003
C -0.72522 -0.19896 0.32421 0.342
C 0.03273 0.89272 -0.48614 -0.865
C 1.19628 0.28569 -1.15933 0.627
C 1.15889 -0.14007 -2.43036 -1.235
N 2.24515 -0.18571 -0.30249 -0.483
N -2.10558 -0.27708 -0.26182 -0.562
H 0.75645 0.08912 1.83033 0.100
H -0.28451 -1.18541 -0.00520 0.345
H -0.69874 1.46506 -1.16498 0.315
H 0.37751 1.73294 0.31215 0.342
H 0.42624 -0.02673 -3.17307 0.326
H 1.93284 -0.73861 -2.77990 0.285
H 2.65558 0.39364 0.48500 0.223
H 3.01838 -0.50587 -0.83870 0.229
H -2.44092 -1.25920 -0.19045 0.243
H -2.80749 0.36957 0.16980 0.253
```